This record from the Open Molecules 2025 dataset describes a single C4H7NO molecule. The level of theory is ωB97M-V/def2-TZVPD.

Atoms and positions in Å:
O: 0.9081 -1.6062 1.0706
N: -0.0375 -0.0588 -0.3797
C: -0.5261 1.2359 -0.1278
C: 0.2848 -0.5968 0.8263
C: -0.0944 0.4279 1.8100
C: 0.1073 -0.8138 -1.5991
H: 1.1145 -1.2392 -1.5961
H: -0.7922 0.1200 2.6038
H: -0.0260 -0.1844 -2.4801
H: 0.1156 2.0736 0.0744
H: -0.6152 -1.6383 -1.6190
H: -1.2914 1.5411 -0.8875
H: 0.8523 0.7391 2.3042

Output
HOMO level (eV): -8.70
Strongest force on any atom (eV Å⁻¹): 1.45
ΔE to the lowest compared entry with this formula, charge and spin (kcal/mol): 84.5
Frontier orbital gap (eV): 8.97


This record from the Open Molecules 2025 dataset describes a single C4H7NO molecule. The level of theory is ωB97M-V/def2-TZVPD.

Atoms and positions in Å:
O: -2.7082 -1.7438 1.0380
N: 0.3424 -0.8331 -0.5326
C: 1.6026 1.1288 0.1171
C: -0.6258 -1.4787 -0.0290
C: 0.3638 0.6185 -0.6140
C: -1.9245 -0.9733 0.5330
H: 1.7277 2.2050 -0.0378
H: 0.4422 0.8681 -1.6788
H: 1.5215 0.9421 1.1929
H: 2.4933 0.6123 -0.2518
H: -0.5343 1.1168 -0.2255
H: -0.5468 -2.5686 0.0222
H: -2.1538 0.1058 0.4663

Output
HOMO level (eV): -9.58
Strongest force on any atom (eV Å⁻¹): 0.49
ΔE to the lowest compared entry with this formula, charge and spin (kcal/mol): 42.5
Frontier orbital gap (eV): 9.37
SMILES: CC/N=C\C=O


This record from the Open Molecules 2025 dataset describes a single C4H7NO molecule. The level of theory is ωB97M-V/def2-TZVPD.

Atoms and positions in Å:
O: 0.2371 0.9852 -0.4137
N: -0.0008 -1.1479 0.3918
C: -1.2486 0.6951 1.4166
C: -0.3016 0.0746 0.4416
C: 0.9295 0.5126 -1.5598
C: 0.3106 -2.2842 -0.0737
H: 0.7791 -0.5607 -1.7157
H: 0.5357 1.0543 -2.4215
H: 1.9986 0.7187 -1.4509
H: -0.7515 1.4947 1.9750
H: -1.6386 -0.0465 2.1151
H: -2.0835 1.1481 0.8715
H: 1.2340 -2.6441 0.4237

Output
HOMO level (eV): -7.67
Strongest force on any atom (eV Å⁻¹): 0.38
ΔE to the lowest compared entry with this formula, charge and spin (kcal/mol): 82.9
Frontier orbital gap (eV): 8.58


This record from the Open Molecules 2025 dataset describes a single C4H7NO molecule. The level of theory is ωB97M-V/def2-TZVPD.

Atoms and positions in Å:
O: -2.3883 -0.7479 -0.0150
N: -2.1033 0.5231 -0.3851
C: 1.4949 0.2394 -0.3418
C: 0.4512 -0.9242 -0.3205
C: 0.1952 0.0871 0.5289
C: -0.9153 1.0760 0.0848
H: 1.0603 -1.8919 -0.0244
H: -0.8144 2.1637 -0.0901
H: -1.4733 -0.9760 0.7458
H: -0.1163 -0.7918 -1.2301
H: 2.3561 -0.2387 0.3852
H: 0.5451 0.2615 1.6909
H: 1.7080 1.2197 -1.0285

Output
HOMO level (eV): -9.14
Strongest force on any atom (eV Å⁻¹): 10.32
ΔE to the lowest compared entry with this formula, charge and spin (kcal/mol): 166.3
Frontier orbital gap (eV): 9.90
SMILES: O/N=C\C1CC1


This record from the Open Molecules 2025 dataset describes a single C4H7NO molecule. The level of theory is ωB97M-V/def2-TZVPD.

Atoms and positions in Å:
O: -0.7019 -1.6468 -0.4771
N: 1.5261 -0.7121 -0.2328
C: -1.9466 0.3910 -0.3782
C: 0.3120 -0.8520 -0.1255
C: 2.2370 0.4304 0.1921
C: -1.1189 -0.6008 0.4224
H: -1.4133 -1.0291 1.3461
H: 2.6326 1.0084 -0.6312
H: 3.1591 0.1222 0.8775
H: -1.9728 1.3174 0.0663
H: 1.6078 1.2221 0.7537
H: -1.4826 0.4645 -1.3532
H: -2.8385 -0.1151 -0.4599

Output
HOMO level (eV): -9.13
Strongest force on any atom (eV Å⁻¹): 3.87
ΔE to the lowest compared entry with this formula, charge and spin (kcal/mol): 76.8
Frontier orbital gap (eV): 10.14
SMILES: C/N=C1/O[C@@H]1C


This record from the Open Molecules 2025 dataset describes a molecular structure, C4H7NO. The level of theory is ωB97M-V/def2-TZVPD.

Atoms and positions in Å:
O: -1.5340 -0.8829 0.9017
N: 1.2147 0.5752 -1.0833
C: -0.8644 1.3194 0.4643
C: -0.7058 -0.0659 0.2315
C: 0.2656 -0.4606 -0.7392
C: 1.6994 -0.4244 -0.2496
H: -0.0130 -1.2523 -1.4437
H: 1.9724 -0.2399 0.8075
H: -1.1162 -1.7537 0.8681
H: -1.2550 1.6683 1.4294
H: 2.2384 -1.2996 -0.6568
H: -1.6559 0.7919 -0.4042
H: -0.2889 2.0191 -0.1416

Output
HOMO level (eV): -6.68
Strongest force on any atom (eV Å⁻¹): 2.50
ΔE to the lowest compared entry with this formula, charge and spin (kcal/mol): 143.9
Frontier orbital gap (eV): 7.08


This record from the Open Molecules 2025 dataset describes a molecular structure, C4H7NO. The level of theory is ωB97M-V/def2-TZVPD.

Atoms and positions in Å:
O: -0.6864 1.8980 0.3086
N: 0.2106 -0.7892 -0.0970
C: 0.6688 0.3248 -0.9599
C: -1.4836 -0.1781 -0.5649
C: 0.7771 -0.6053 1.2513
C: -0.6023 0.9755 -0.4812
H: -2.5014 -0.0420 -0.1458
H: 1.8726 -0.7463 1.2040
H: 1.5435 0.8859 -0.6316
H: 0.6094 0.4061 1.6523
H: -1.5201 -0.7788 -1.4660
H: 0.7243 0.0099 -2.0031
H: 0.3874 -1.3605 1.9332

Output
HOMO level (eV): -9.26
Strongest force on any atom (eV Å⁻¹): 1.40
ΔE to the lowest compared entry with this formula, charge and spin (kcal/mol): 85.6
Frontier orbital gap (eV): 9.93


This record from the Open Molecules 2025 dataset describes a single C4H7NO molecule. The level of theory is ωB97M-V/def2-TZVPD.

Atoms and positions in Å:
O: 2.3473 0.6956 -0.0856
N: 0.2261 1.5340 -0.3197
C: 1.1770 0.4733 -0.2662
C: -0.7096 -0.9021 0.7021
C: -1.1062 1.4275 -0.4269
C: 0.5020 -0.8809 -0.2524
H: 1.2709 -1.6046 0.0341
H: -1.4078 -1.6908 0.4129
H: 0.1884 -1.1256 -1.2753
H: 0.5843 2.3582 0.1532
H: -1.3596 0.6013 -1.1205
H: -1.3015 0.0431 0.7520
H: -0.3884 -1.0414 1.7349

Output
HOMO level (eV): -8.82
Strongest force on any atom (eV Å⁻¹): 1.30
ΔE to the lowest compared entry with this formula, charge and spin (kcal/mol): 76.4
Frontier orbital gap (eV): 8.96


This record from the Open Molecules 2025 dataset describes 2 unconnected molecules or ions with the total composition C4H7NO. The level of theory is ωB97M-V/def2-TZVPD.

Atoms and positions in Å:
O: 0.0466 0.9057 -0.4516
N: -0.5703 -0.8167 0.8727
C: 1.2173 0.5602 0.0383
C: 0.8722 -0.5999 0.9389
C: -2.3538 0.3824 -0.4008
C: -0.9881 0.0614 0.0774
H: -2.6128 1.4110 -0.1310
H: 1.1853 -0.3514 1.9617
H: 1.4300 -1.5033 0.6581
H: 3.3613 0.1892 -0.8957
H: -2.3956 0.3028 -1.4912
H: 3.8758 -0.2336 -1.2256
H: -3.0678 -0.3081 0.0489

Output
HOMO level (eV): -9.11
Strongest force on any atom (eV Å⁻¹): 0.44
ΔE to the lowest compared entry with this formula, charge and spin (kcal/mol): 93.2
Frontier orbital gap (eV): 9.81


This record from the Open Molecules 2025 dataset describes a single C4H7NO molecule. The level of theory is ωB97M-V/def2-TZVPD.

Atoms and positions in Å:
O: 1.5137 0.1058 -0.0309
N: -1.8892 -0.1535 -0.0830
C: -0.7110 0.6146 -0.4545
C: 0.8285 -1.1505 -0.1226
C: 0.5862 1.1803 0.1933
C: -0.5620 -0.6658 0.3568
H: 0.9101 2.0969 -0.3097
H: -0.4826 -0.4724 1.4681
H: 0.7896 -1.6076 -1.1554
H: 0.5008 1.4766 1.2475
H: -0.4439 0.4532 -1.5096
H: 1.4028 -1.7318 0.5480
H: -2.4115 0.1422 0.7011

Output
HOMO level (eV): -8.95
Strongest force on any atom (eV Å⁻¹): 2.51
ΔE to the lowest compared entry with this formula, charge and spin (kcal/mol): 122.3
Frontier orbital gap (eV): 9.98
SMILES: C1OC[C@@H]2N[C@@H]12


This record from the Open Molecules 2025 dataset describes a single C4H7NO molecule. The level of theory is ωB97M-V/def2-TZVPD.

Atoms and positions in Å:
O: -2.1172 -1.1146 0.2948
N: 0.8844 1.2294 -0.5940
C: 0.1439 -0.9568 -0.4275
C: 0.1648 1.6620 0.3579
C: -1.1002 -0.4461 -0.3107
C: 1.3860 -0.1056 -0.3125
H: -0.5295 2.4844 0.1894
H: 0.2327 -2.0375 -0.4756
H: 0.1404 1.2007 1.3584
H: 2.1988 -0.3998 -0.9848
H: -1.6983 -1.6455 0.9849
H: 1.7795 -0.1970 0.7240
H: -1.4546 0.4882 -0.7322

Output
HOMO level (eV): -8.63
Strongest force on any atom (eV Å⁻¹): 0.59
ΔE to the lowest compared entry with this formula, charge and spin (kcal/mol): 75.2
Frontier orbital gap (eV): 9.40
SMILES: C=NC/C=C/O


This record from the Open Molecules 2025 dataset describes 2 unconnected molecules or ions with the total composition C4H7NO. The level of theory is ωB97M-V/def2-TZVPD.

Atoms and positions in Å:
O: 3.2312 -0.5134 -0.3520
N: 1.0248 -0.6970 0.4219
C: 1.0430 0.7082 0.6632
C: 0.1970 1.6016 -0.1841
C: -0.5485 -2.0023 -0.0250
C: 2.1694 -0.2794 0.0561
H: 1.1864 1.1141 1.6463
H: -0.0892 0.9692 -0.9435
H: 0.8516 2.5444 -0.4729
H: -0.6228 1.8582 0.3633
H: -1.3556 -1.6530 0.7051
H: -0.7682 -1.7523 -1.1274
H: 0.0409 -2.9399 0.1784

Output
HOMO level (alpha / beta) (eV): -8.21 / -8.22
Strongest force on any atom (eV Å⁻¹): 5.54
ΔE to the lowest compared entry with this formula, charge and spin (kcal/mol): 122.6
Frontier orbital gap (alpha / beta) (eV): 7.98 / 7.98


This record from the Open Molecules 2025 dataset describes 3 unconnected molecules or ions with the total composition C4H7NO. The level of theory is ωB97M-V/def2-TZVPD.

Atoms and positions in Å:
O: 2.3341 0.0928 0.7639
N: -1.7604 1.9614 -0.7392
C: -0.4786 -1.2709 -0.8154
C: 1.8595 0.7994 -0.0900
C: -1.4986 -0.5843 -0.3033
C: -1.6594 0.8221 -0.5539
H: -0.2308 0.0636 2.3131
H: 1.0046 1.4755 0.1019
H: -0.3373 -2.3211 -0.5842
H: -2.2321 -1.0458 0.3510
H: 0.2502 -0.8042 -1.4714
H: 0.4954 0.0128 2.1533
H: 2.2532 0.7989 -1.1259

Output
HOMO level (eV): -10.40
Strongest force on any atom (eV Å⁻¹): 1.13
ΔE to the lowest compared entry with this formula, charge and spin (kcal/mol): 81.0
Frontier orbital gap (eV): 10.59
SMILES: C=CC#N.[H][H].C=O


This record from the Open Molecules 2025 dataset describes a single C4H7NO molecule. The level of theory is ωB97M-V/def2-TZVPD.

Atoms and positions in Å:
O: -2.2526 -2.0839 0.3017
N: 0.3267 0.3597 -0.5452
C: 1.7678 0.3913 -0.3092
C: -0.5216 1.0130 0.4127
C: -0.5623 -0.4753 0.2483
C: -1.6710 -1.2679 -0.3764
H: 2.0651 0.2096 0.7386
H: -1.3111 1.6570 0.0338
H: -1.9285 -1.1458 -1.4468
H: -0.0569 1.3421 1.3476
H: 2.1536 1.3787 -0.5934
H: -0.2775 -1.0414 1.1430
H: 2.2684 -0.3370 -0.9547

Output
HOMO level (eV): -9.64
Strongest force on any atom (eV Å⁻¹): 0.75
ΔE to the lowest compared entry with this formula, charge and spin (kcal/mol): 55.9
Frontier orbital gap (eV): 10.54
SMILES: CN1C[C@H]1C=O


This record from the Open Molecules 2025 dataset describes a single C4H7NO molecule. The level of theory is ωB97M-V/def2-TZVPD.

Atoms and positions in Å:
O: 0.9395 1.8878 0.3230
N: 1.2345 -0.3315 -0.3521
C: 0.3489 -0.1043 -1.4858
C: 1.2071 0.7376 0.5648
C: -1.1123 -0.1379 0.7874
C: -0.1570 -0.7997 -0.2578
H: -0.2933 -1.8805 -0.2748
H: 0.0535 0.9276 -1.6448
H: -1.2800 -0.8775 1.5720
H: 0.6042 -0.6458 -2.4014
H: -0.8756 0.7921 1.3345
H: 1.3559 0.3368 1.5822
H: -2.0253 0.0954 0.2527

Output
HOMO level (eV): -10.01
Strongest force on any atom (eV Å⁻¹): 0.95
ΔE to the lowest compared entry with this formula, charge and spin (kcal/mol): 55.7
Frontier orbital gap (eV): 11.06
SMILES: C[C@H]1CN1C=O


This record from the Open Molecules 2025 dataset describes a single C4H7NO molecule. The level of theory is ωB97M-V/def2-TZVPD.

Atoms and positions in Å:
O: 0.8174 1.8221 -0.0899
N: -1.5582 0.6468 -1.0320
C: -0.3240 -0.0994 -0.8601
C: -1.7236 -0.3314 -0.0081
C: 0.7604 0.6013 -0.1189
C: 1.8139 -0.2712 0.5099
H: -2.4254 -1.1280 -0.2912
H: -0.5633 -1.1775 -0.5868
H: 2.5795 -0.5280 -0.2292
H: -1.6439 -0.1217 1.0451
H: 1.3679 -1.2061 0.8646
H: -1.3840 1.5297 -0.5414
H: 2.2832 0.2634 1.3380

Output
HOMO level (eV): -8.70
Strongest force on any atom (eV Å⁻¹): 2.35
ΔE to the lowest compared entry with this formula, charge and spin (kcal/mol): 93.8
Frontier orbital gap (eV): 9.47
SMILES: CC(=O)[C@H]1CN1


This record from the Open Molecules 2025 dataset describes a single C4H7NO molecule. The level of theory is ωB97M-V/def2-TZVPD.

Atoms and positions in Å:
O: -0.1829 -0.5743 0.9290
N: -0.7637 2.5923 1.5230
C: 0.8386 -0.0068 0.1443
C: 0.8904 -0.5614 -1.4109
C: -1.0985 1.5186 1.2494
C: -1.3200 0.1843 0.6827
H: 1.1850 0.2645 -2.0848
H: 0.2255 -1.2533 -2.0029
H: -2.1876 -0.3244 1.1489
H: -1.2502 0.3543 -0.4495
H: 1.7558 -0.1591 0.7487
H: 1.7740 -1.1296 -1.2090
H: 0.8294 1.0693 -0.0938

Output
HOMO level (eV): -10.53
Strongest force on any atom (eV Å⁻¹): 1.99
ΔE to the lowest compared entry with this formula, charge and spin (kcal/mol): 70.3
Frontier orbital gap (eV): 11.36
SMILES: CCOCC#N


This record from the Open Molecules 2025 dataset describes a single C4H7NO molecule. The level of theory is ωB97M-V/def2-TZVPD.

Atoms and positions in Å:
O: 1.1097 -0.9066 0.6838
N: -0.7588 0.9407 0.2638
C: 1.9800 0.1535 0.3724
C: -1.8929 0.0276 0.4523
C: -0.2462 0.4495 -0.7884
C: 1.0112 -0.2948 -0.6194
H: -0.8364 0.2916 -1.7042
H: -2.5707 -0.1684 -0.3966
H: 3.0196 -0.1068 0.2126
H: 1.7538 1.0876 0.8853
H: -2.3637 0.4684 1.3009
H: 1.2435 -0.9972 -1.4108
H: -1.4491 -0.9453 0.7484

Output
HOMO level (eV): -8.49
Strongest force on any atom (eV Å⁻¹): 1.35
ΔE to the lowest compared entry with this formula, charge and spin (kcal/mol): 110.4
Frontier orbital gap (eV): 8.73
SMILES: C/N=C/[C@H]1CO1


This record from the Open Molecules 2025 dataset describes a single C4H7NO molecule. The level of theory is ωB97M-V/def2-TZVPD.

Atoms and positions in Å:
O: -1.0850 -1.5572 -0.7967
N: 2.7102 0.8743 -0.0644
C: 0.4947 0.1946 1.1633
C: -0.6235 -0.2390 -1.0486
C: 1.7622 0.5685 0.5238
C: -0.6770 0.5712 0.2439
H: -0.6529 1.6428 0.0181
H: -1.2440 0.2259 -1.8244
H: -0.3934 -2.1829 -1.0266
H: 0.4845 -0.8897 1.3263
H: 0.4093 -0.2459 -1.4258
H: -1.6165 0.3609 0.7673
H: 0.4313 0.6766 2.1438

Output
HOMO level (eV): -10.79
Strongest force on any atom (eV Å⁻¹): 1.09
ΔE to the lowest compared entry with this formula, charge and spin (kcal/mol): 24.8
Frontier orbital gap (eV): 11.57
SMILES: N#CCCCO


This record from the Open Molecules 2025 dataset describes a single C4H7NO molecule. The level of theory is ωB97M-V/def2-TZVPD.

Atoms and positions in Å:
O: -0.0052 -0.0816 1.7512
N: 0.8128 -1.3723 -0.8093
C: -1.7459 0.8184 0.3822
C: 0.4296 0.0295 -0.5822
C: -0.3731 0.2968 0.6573
C: 1.8166 -0.4224 -0.3665
H: 2.5745 -0.1685 -1.0984
H: 0.4972 -1.9320 -0.0189
H: -1.7833 1.6352 -0.3401
H: -2.1536 -0.0540 -0.1350
H: 2.1219 -0.4550 0.6761
H: 0.1399 0.5633 -1.4843
H: -2.3151 1.0522 1.2806

Output
HOMO level (eV): -9.75
Strongest force on any atom (eV Å⁻¹): 0.58
ΔE to the lowest compared entry with this formula, charge and spin (kcal/mol): 42.0
Frontier orbital gap (eV): 10.74
SMILES: CC(=O)[C@H]1CN1